# 1
104
Properties=species:S:1:pos:R:3:forces:R:3 method="wB97M-V/def2-TZVPD" gap_ev=6.8 e_homo_ha=-0.247 total_charge=0
Cs -0.21464 -0.59358 -2.48951 0.304 -0.100 -0.248
N 2.84771 0.07561 -0.46803 -0.054 0.028 -0.031
C 3.78242 1.10903 -0.58014 0.173 0.043 -0.055
C 5.14592 0.81034 -0.49472 -0.053 0.080 0.007
C 6.10026 1.79857 -0.66538 0.009 -0.144 0.041
C 5.71957 3.10603 -0.92078 -0.009 0.107 -0.026
C 4.37130 3.40894 -1.01676 0.127 0.120 0.029
C 3.39362 2.43448 -0.85690 0.012 -0.248 0.015
P 1.61647 2.76127 -1.02648 -0.280 0.096 -0.030
C 1.50287 4.57089 -0.82747 0.077 0.001 -0.033
C 1.34237 5.04629 0.47260 -0.011 0.037 0.010
C 1.27512 6.40791 0.72262 0.002 0.004 0.020
C 1.34993 7.30910 -0.32960 -0.008 0.044 0.016
C 1.49647 6.84574 -1.62837 0.002 0.001 -0.030
C 1.57695 5.48330 -1.87849 0.000 -0.011 0.065
C 1.35631 2.55038 -2.82950 -0.151 -0.120 0.163
C 0.07042 2.79781 -3.32149 -0.067 -0.166 0.059
C -0.26092 2.47985 -4.62825 -0.034 0.068 0.025
C 0.68604 1.89595 -5.46301 -0.003 -0.004 -0.017
C 1.96118 1.64224 -4.98219 0.040 0.018 0.019
C 2.29754 1.97346 -3.67227 0.099 -0.046 -0.095
H 3.24105 -0.75554 -0.04799 -0.012 0.003 0.009
H 1.98431 0.31282 0.01488 0.046 -0.022 0.027
H 5.44817 -0.21012 -0.28734 0.009 -0.014 -0.003
H 7.15025 1.54535 -0.58865 -0.006 -0.016 0.003
H 6.46248 3.88237 -1.04459 -0.001 -0.004 -0.002
H 4.07296 4.43152 -1.21606 -0.033 -0.024 -0.002
H 1.26747 4.34265 1.29436 -0.004 -0.011 0.002
H 1.15300 6.76555 1.73676 0.000 -0.002 0.002
H 1.28769 8.37242 -0.13735 0.000 0.000 -0.001
H 1.55206 7.54690 -2.45129 -0.001 0.000 0.000
H 1.69674 5.13252 -2.89559 0.007 -0.019 -0.005
H -0.69658 3.17768 -2.65385 0.027 0.100 -0.035
H -1.26604 2.66605 -4.98450 0.006 0.007 -0.020
H 0.42363 1.63529 -6.48021 0.013 -0.003 -0.004
H 2.70165 1.18070 -5.62318 0.002 0.014 -0.011
H 3.29545 1.76628 -3.30254 -0.027 -0.005 -0.027
C -4.41317 0.11696 4.35000 -0.030 0.005 0.020
C -3.80204 -0.07829 2.98907 0.040 -0.005 -0.105
C -4.43066 0.35884 1.83581 0.096 -0.049 0.002
C -3.88462 0.20174 0.55090 -0.002 -0.031 0.042
C -4.54254 0.77585 -0.63847 0.300 -0.105 -0.095
O -3.92477 1.13819 -1.63009 -0.137 0.034 0.187
C -6.03525 0.92428 -0.63303 -0.128 0.161 -0.126
C -6.58423 2.02468 -1.28856 0.010 -0.069 0.045
C -7.95720 2.18736 -1.35466 0.005 0.042 -0.019
C -8.79554 1.23581 -0.78943 -0.044 -0.036 0.014
C -8.25586 0.12699 -0.15428 -0.009 0.002 -0.002
C -6.87892 -0.02428 -0.06796 -0.036 -0.025 0.038
C -2.63382 -0.46116 0.40847 0.075 -0.141 0.282
O -2.05939 -0.75741 -0.68410 -0.271 0.278 -0.298
C -1.96872 -0.85060 1.61618 -0.051 0.029 0.157
C -2.53663 -0.67559 2.85417 -0.107 0.047 -0.048
C -0.55514 -1.25449 1.37257 0.087 -0.087 -0.170
N 0.43041 -0.49090 1.61827 0.091 -0.021 0.026
C 0.27203 0.79993 2.25011 -0.050 0.000 0.034
C 1.52595 1.12540 3.03791 -0.024 0.174 0.072
Te 1.86974 -0.18163 4.69728 -0.006 -0.009 -0.029
C 2.63218 -1.78468 3.55729 0.084 0.105 0.014
C 2.09989 -3.05525 3.71797 -0.066 0.003 0.064
C 2.63244 -4.13096 3.02240 -0.041 -0.126 -0.027
C 3.67713 -3.94219 2.13449 0.082 0.028 -0.069
C 4.20996 -2.66883 1.96252 -0.044 0.014 0.041
C 3.70136 -1.59647 2.68468 0.025 -0.068 -0.021
C -0.26057 -2.51235 0.57093 0.056 0.018 0.077
C 1.00755 -2.70639 0.18524 -0.034 0.013 -0.006
C 1.53387 -3.60779 -0.85557 0.135 0.148 0.086
C -0.23804 -5.49474 -0.65356 0.036 -0.085 -0.132
C -1.38622 -4.58070 -0.33024 -0.010 0.073 0.079
C -1.39359 -3.36605 0.21975 -0.123 -0.102 -0.032
H -5.40347 0.56608 4.26996 0.001 0.001 0.007
H -3.80244 0.77108 4.97720 -0.002 -0.004 0.010
H -4.52113 -0.83241 4.87959 -0.007 0.007 0.011
H -5.38056 0.87276 1.92764 -0.027 0.009 0.034
H -5.91325 2.74095 -1.74387 0.002 0.005 -0.003
H -8.37508 3.05409 -1.85097 -0.012 -0.007 -0.002
H -9.87001 1.35551 -0.84774 -0.001 0.006 0.002
H -8.90805 -0.62208 0.27606 -0.003 -0.003 0.002
H -6.45865 -0.88684 0.43366 0.019 0.004 -0.016
H -1.98770 -0.97892 3.74335 -0.020 0.010 -0.010
H -0.61152 0.87778 2.88784 0.039 0.015 -0.031
H 0.16713 1.54554 1.44925 -0.041 -0.007 0.009
H 1.45919 2.13044 3.45904 0.067 -0.034 0.034
H 2.41940 1.07570 2.41464 -0.013 0.030 -0.034
H 1.26157 -3.20882 4.38660 0.001 -0.002 -0.014
H 2.21789 -5.12002 3.17307 0.002 -0.002 -0.020
H 4.08183 -4.78208 1.58290 0.007 0.010 0.009
H 5.04297 -2.51667 1.28582 0.016 0.002 0.000
H 4.14997 -0.61554 2.57753 0.000 0.016 -0.016
H 1.72787 -2.01323 0.59569 0.038 -0.018 0.045
H 2.60007 -3.48029 -1.03463 -0.016 0.021 0.009
H -0.62041 -6.24198 -1.35955 0.006 -0.003 0.042
H -2.35873 -5.03285 -0.49682 -0.012 0.016 -0.016
H -2.36280 -2.95026 0.45731 -0.014 0.005 -0.036
C 0.20358 -6.23188 0.61942 -0.011 0.073 0.095
C 0.97516 -4.87423 -1.32581 -0.049 -0.149 -0.029
C 1.90612 -5.85940 -1.98996 -0.024 -0.037 0.048
O 0.78112 -3.68736 -2.09650 -0.044 0.032 -0.035
H 0.93675 -7.01078 0.41068 0.024 -0.009 -0.007
H -0.65640 -6.69941 1.09879 0.008 -0.002 0.008
H 0.63776 -5.51670 1.32267 -0.028 -0.039 -0.019
H 2.31263 -6.56631 -1.26628 0.004 -0.003 -0.019
H 2.73415 -5.33846 -2.46821 -0.008 0.034 0.006
H 1.36822 -6.42469 -2.75325 -0.012 -0.002 -0.007

# 2
106
Properties=species:S:1:pos:R:3:forces:R:3 method="wB97M-V/def2-TZVPD" gap_ev=5.9 e_homo_ha=-0.123 total_charge=-1
Pd 0.27226 -0.49280 -0.13324 0.196 -0.110 0.097
C -0.97943 -3.56861 0.55508 0.048 -0.041 0.055
N -0.92125 -3.10212 1.93053 -0.057 -0.064 0.111
C -1.43672 -1.78630 2.28149 -0.061 0.025 -0.077
P -0.11872 -0.45714 2.10434 0.202 -0.126 -0.037
C 1.16081 -1.14441 3.24217 -0.071 0.096 0.024
C 2.09179 -2.00023 2.65741 0.013 -0.034 -0.076
C 3.05799 -2.63094 3.42699 0.005 -0.025 -0.010
C 3.13555 -2.38291 4.78979 -0.001 0.012 0.014
C 2.24135 -1.49708 5.37715 0.028 -0.042 -0.019
C 1.25881 -0.89074 4.60910 -0.061 0.033 0.051
C -0.83024 0.89062 3.12018 -0.114 -0.071 -0.095
C -0.01721 1.95585 3.50730 0.054 -0.003 -0.032
C -0.54259 3.05340 4.16491 -0.004 0.007 0.031
C -1.90420 3.11843 4.43769 -0.006 0.035 0.005
C -2.72725 2.07718 4.04325 0.014 -0.014 -0.028
C -2.19364 0.97428 3.38787 -0.023 0.016 0.044
C -0.67765 -4.04165 2.91724 -0.029 0.062 -0.055
C -0.47364 -5.39685 2.59823 -0.006 0.025 0.046
C -0.20097 -6.32998 3.58676 0.010 -0.049 -0.052
C -0.12725 -5.96954 4.92057 0.000 0.012 0.044
C -0.34162 -4.63680 5.24808 -0.010 -0.007 0.033
C -0.61646 -3.69192 4.27923 0.028 -0.016 -0.047
P -0.89403 -2.25023 -0.75598 -0.156 0.212 -0.186
C -0.49204 -3.38838 -2.15085 -0.107 0.089 0.023
C 0.73888 -4.04687 -2.14945 0.096 -0.036 -0.010
C 1.15231 -4.79748 -3.23810 -0.038 0.003 0.020
C 0.34690 -4.89078 -4.36655 -0.005 0.003 -0.028
C -0.86895 -4.22406 -4.38930 0.032 -0.034 -0.020
C -1.28448 -3.48138 -3.29261 -0.034 -0.062 -0.039
C -2.68932 -1.93734 -1.07804 0.055 -0.114 0.014
C -3.67566 -2.92318 -1.12729 -0.016 -0.067 0.033
C -5.00098 -2.59197 -1.36112 -0.017 0.031 -0.002
C -5.36075 -1.26351 -1.56655 0.005 -0.029 -0.014
C -4.38835 -0.27683 -1.53813 -0.030 -0.021 0.003
C -3.06327 -0.61469 -1.28845 0.076 0.078 0.032
H -1.83840 -4.23799 0.39741 -0.015 0.044 0.000
H -0.08919 -4.17395 0.36823 0.023 0.061 -0.024
H -1.90456 -1.82220 3.26646 0.067 0.004 0.002
H -2.22568 -1.51354 1.57341 0.011 -0.002 0.022
H 2.04469 -2.16052 1.58292 -0.003 0.014 0.031
H 3.75544 -3.31168 2.95486 0.024 -0.013 0.015
H 3.89272 -2.87227 5.38993 0.006 0.000 0.011
H 2.29821 -1.28844 6.43869 0.010 -0.005 0.014
H 0.55266 -0.22110 5.08642 -0.011 0.011 -0.021
H 1.04248 1.92882 3.27695 0.006 -0.022 -0.018
H 0.11002 3.86767 4.45488 -0.006 0.017 0.002
H -2.31964 3.98344 4.93926 -0.001 0.006 0.007
H -3.79323 2.12269 4.22975 -0.011 0.011 0.011
H -2.86395 0.18738 3.06819 -0.007 -0.009 -0.009
H -0.53793 -5.73419 1.57635 0.009 -0.027 -0.016
H -0.04759 -7.36259 3.29499 -0.003 -0.004 0.003
H 0.09078 -6.70264 5.68553 0.004 -0.009 0.007
H -0.28490 -4.31557 6.28143 0.004 -0.001 0.009
H -0.74038 -2.66571 4.58223 0.010 0.015 0.025
H 1.40424 -3.94911 -1.29783 -0.025 0.043 0.032
H 2.11137 -5.29992 -3.20671 0.008 -0.012 -0.021
H 0.67004 -5.46858 -5.22330 0.003 -0.010 -0.005
H -1.50358 -4.27931 -5.26537 0.005 -0.008 -0.018
H -2.23751 -2.96832 -3.33018 0.050 -0.001 -0.018
H -3.41474 -3.96778 -0.99750 0.026 0.011 0.023
H -5.75295 -3.37141 -1.38822 -0.015 0.000 -0.004
H -6.39538 -1.00155 -1.75207 -0.017 0.011 -0.001
H -4.65756 0.75888 -1.69992 -0.029 0.057 -0.004
H -2.30583 0.15825 -1.21842 -0.010 -0.008 0.013
N 4.32602 0.99350 -1.15002 -0.012 -0.011 -0.033
C 4.38615 0.19432 -2.26988 0.035 0.055 -0.018
C 3.38838 -0.71737 -2.11368 -0.058 -0.072 -0.039
N 2.72324 -0.49916 -0.93242 -0.053 0.077 0.121
C 3.30538 0.53459 -0.38590 -0.072 0.078 0.103
H 4.89019 1.79968 -0.95439 -0.001 -0.003 -0.017
H 5.10496 0.35591 -3.05216 0.018 -0.007 -0.023
H 3.09208 -1.50672 -2.78352 0.000 -0.027 -0.012
H 3.00380 1.00408 0.53648 -0.002 -0.026 0.008
C -7.82599 1.82356 0.27133 -0.049 -0.010 0.026
C -6.87606 2.60510 -0.59771 0.044 0.032 0.025
C -7.30670 3.06443 -1.84064 -0.017 -0.022 0.012
C -6.43440 3.75249 -2.66602 -0.004 0.031 -0.054
C -5.12707 3.98615 -2.27633 0.019 -0.018 0.044
C -4.67919 3.54058 -1.02939 -0.021 -0.106 0.014
N -3.37015 3.65724 -0.59575 0.184 -0.181 0.292
C -2.31651 4.32221 -1.20991 0.134 -0.048 -0.063
C -2.47653 5.58706 -1.78338 0.037 0.017 0.016
C -1.39946 6.25070 -2.34504 -0.025 0.026 -0.012
C -0.13922 5.67031 -2.34835 -0.015 0.010 0.007
C 0.02410 4.42016 -1.77291 0.078 -0.012 -0.024
C -1.03182 3.73160 -1.19343 -0.118 0.024 -0.055
C -0.75150 2.35312 -0.59851 -0.164 -0.007 0.188
O 0.32436 1.80989 -0.92970 -0.011 -0.095 -0.027
O -1.61919 1.86412 0.17730 0.016 0.208 -0.150
C -5.57280 2.85888 -0.17267 -0.035 0.017 -0.107
C -5.07129 2.37995 1.15957 0.035 -0.018 0.069
H -8.74524 1.60075 -0.27002 -0.009 0.014 -0.007
H -8.09582 2.37683 1.17420 -0.001 0.012 0.010
H -7.38752 0.87864 0.59566 0.013 -0.029 -0.017
H -8.32284 2.86534 -2.15946 -0.007 0.003 -0.016
H -6.76556 4.09241 -3.64032 -0.003 -0.003 0.001
H -4.43701 4.46923 -2.95236 -0.008 0.009 -0.011
H -2.98533 2.86908 -0.04373 -0.084 0.093 -0.131
H -3.44848 6.06085 -1.75392 -0.013 0.002 -0.002
H -1.54969 7.23397 -2.77511 0.003 0.012 -0.009
H 0.70216 6.18567 -2.79312 0.018 0.007 -0.009
H 0.98508 3.92134 -1.77241 -0.004 0.020 0.003
H -4.41357 3.12323 1.61176 0.000 0.021 0.028
H -4.47599 1.46575 1.06479 0.026 -0.021 -0.040
H -5.88572 2.17415 1.85201 -0.006 0.008 -0.009

Relative energy (zero: lowest compared OMol25 entry of this formula, charge and spin)
In order: 203.8; 13.9
Unit: kJ/mol